(1)
{"formula": "C5H36O15", "method": "ωB97M-V/def2-TZVPD", "fmax_ev_per_a": 5.11, "orbital_gap_ev": 8.9, "total_energy_ha": -1340.56341, "elements": ["C", "C", "C", "O", "C", "C", "H", "H", "H", "H", "H", "H", "H", "H", "H", "H", "O", "H", "H", "O", "H", "H", "O", "H", "H", "O", "H", "H", "O", "H", "H", "O", "H", "H", "O", "H", "H", "O", "H", "H", "O", "H", "H", "O", "H", "H", "O", "H", "H", "O", "H", "H", "O", "H", "H", "O"], "xyz": [[-0.07497, -1.21212, 0.03484], [0.89671, -2.12621, 0.34996], [-0.59404, 2.58079, -0.40276], [-0.50143, 2.94570, 0.98208], [-0.86799, 1.09970, -0.63125], [-0.02511, 0.22865, -0.01102], [-1.12452, -1.62872, -0.39016], [1.84331, -1.74487, 0.75291], [0.85053, -3.24858, 0.34467], [-1.40078, 3.14961, -0.80520], [0.39203, 2.63573, -0.99944], [0.47571, 3.32751, 0.99464], [-1.58395, 0.84822, -1.28918], [0.91571, 0.61851, 0.41844], [-3.01685, -2.36612, -1.95954], [-3.15472, -1.56791, -0.76287], [-3.29863, -1.51404, -1.70242], [-0.96316, -3.24696, 2.47089], [-1.14369, -1.92991, 3.21869], [-0.46424, -2.51459, 2.93855], [-1.30282, 0.36685, 2.83977], [-2.61259, 0.56428, 3.73991], [-2.24536, 0.06040, 2.95720], [-4.24235, -0.84136, 1.02289], [-3.03699, -0.51308, 1.76354], [-3.33941, -1.04610, 0.96624], [2.33053, 2.51907, 2.18565], [1.17700, 3.18607, 2.78404], [1.77544, 3.34283, 2.06358], [2.23589, 2.64013, -0.55448], [2.55825, 2.41254, -2.09425], [2.98914, 2.66061, -1.26120], [4.59160, 0.83173, 0.15721], [3.46287, -0.07432, -0.68776], [3.78593, 0.18228, 0.21436], [-2.87523, -2.43294, 1.56584], [-1.74707, -2.92745, 0.96421], [-2.55783, -3.37398, 1.37848], [2.22428, -1.90572, -3.41526], [0.94216, -2.03540, -2.54199], [1.82913, -1.56011, -2.61682], [1.67024, 0.19586, -2.79314], [2.16832, 1.16174, -3.92923], [1.71943, 1.08863, -3.11404], [-0.40100, 2.26580, 2.55886], [0.75362, 1.12988, 2.85479], [-0.05577, 1.71269, 3.26346], [-0.71421, -1.62668, -4.04774], [0.60756, -0.79914, -4.44124], [0.23411, -1.79221, -4.41395], [-2.22607, -0.61707, -2.59208], [-2.22200, 0.30904, -3.82232], [-1.88793, -0.53553, -3.49639], [3.19915, 0.20995, 1.95055], [2.02954, -0.68719, 2.36700], [2.43393, 0.14293, 2.60749]]}


(2)
{"formula": "C7H8NO2", "method": "ωB97M-V/def2-TZVPD", "fmax_ev_per_a": 3.06, "charge": 1, "orbital_gap_ev": 8.5, "total_energy_ha": -476.37713, "elements": ["C", "C", "C", "C", "C", "C", "C", "N", "O", "O", "H", "H", "H", "H", "H", "H", "H", "H"], "xyz": [[-0.63702, 1.92665, 2.32502], [-0.63598, 0.57429, 2.62353], [-0.40756, 2.36682, 1.03243], [-0.39425, -0.35256, 1.61732], [-0.15376, 1.46497, -0.00016], [-0.18188, 0.15310, 0.36673], [0.88063, -2.44859, -2.43603], [0.58816, -2.43029, -1.22101], [0.83259, -1.45494, -3.29994], [-0.01125, -0.95143, -0.81733], [-0.80951, 2.64796, 3.10745], [-0.81172, 0.22548, 3.62920], [-0.41212, 3.42041, 0.80443], [-0.37572, -1.41139, 1.80951], [0.03021, 1.81519, -1.00312], [1.20716, -3.44954, -2.73402], [1.09843, -1.68597, -4.19898], [0.19359, -0.41016, -1.60504]]}


(3)
{"formula": "C17H23Cl3OSn", "method": "ωB97M-V/def2-TZVPD", "fmax_ev_per_a": 3.82, "charge": -2, "orbital_gap_ev": [4.5, 4.4], "total_energy_ha": -2331.70846, "elements": ["C", "C", "C", "C", "C", "C", "C", "C", "C", "C", "Sn", "Cl", "Cl", "Cl", "H", "H", "H", "H", "H", "H", "H", "H", "H", "H", "H", "H", "H", "H", "H", "O", "H", "C", "C", "C", "C", "C", "C", "C", "H", "H", "H", "H", "H", "H", "H"], "xyz": [[-1.73354, -1.83052, -2.44670], [-0.84153, -1.32152, -3.42036], [-1.02002, 0.08573, -3.49343], [0.20974, -2.09513, -4.12845], [-2.04521, 0.45756, -2.58273], [-2.48430, -0.72976, -1.92065], [-3.41150, -0.84401, -0.80351], [-1.77486, -3.21670, -1.96227], [-0.19046, 0.98867, -4.32500], [-2.50149, 1.82194, -2.28467], [0.96427, -1.36251, 0.21439], [3.50299, -0.88791, 0.74433], [0.05762, -3.01606, 1.66524], [0.91076, 1.08010, -0.52684], [0.48241, -2.99753, -3.58038], [1.10964, -1.48786, -4.33143], [-0.12244, -2.43765, -5.10684], [0.87992, 0.92563, -4.05413], [-0.53173, 2.02656, -4.20326], [-0.29724, 0.73295, -5.39064], [-1.64417, 2.41918, -1.94695], [-3.26641, 1.77304, -1.50803], [-2.93459, 2.27027, -3.19260], [-4.09642, 0.00302, -0.82642], [-2.90587, -0.94730, 0.13744], [-3.98400, -1.76945, -0.94233], [-0.80930, -3.56586, -1.55652], [-2.07307, -3.91424, -2.76435], [-2.53958, -3.32601, -1.18265], [-0.82403, -0.65065, 0.66273], [-0.96803, -0.74138, 1.63606], [0.57773, 1.08985, 3.30254], [1.76464, 1.37142, 3.97558], [3.12447, 1.17776, 3.51575], [4.22031, 1.54972, 4.26809], [4.01502, 2.14866, 5.52188], [2.71560, 2.28872, 6.03106], [1.60288, 1.90649, 5.29695], [-0.39713, 1.17116, 3.75406], [0.63784, 0.55469, 2.37150], [3.32122, 0.59174, 2.64326], [5.25227, 1.39918, 3.93837], [4.84982, 2.58665, 6.05002], [2.58045, 2.73989, 7.02341], [0.61731, 1.98149, 5.72848]]}


(4)
{"formula": "C14H32IrN6P2", "method": "ωB97M-V/def2-TZVPD", "fmax_ev_per_a": 2.00, "charge": 3, "orbital_gap_ev": [7.3, 6.7], "total_energy_ha": -1667.15503, "multiplicity": 5, "elements": ["Ir", "N", "C", "C", "C", "N", "C", "C", "N", "C", "H", "H", "H", "H", "H", "H", "H", "H", "H", "H", "H", "H", "H", "H", "H", "H", "C", "P", "C", "C", "C", "P", "C", "C", "H", "H", "H", "H", "H", "H", "H", "H", "H", "H", "H", "H", "H", "H", "H", "H", "N", "C", "N", "C", "N"], "xyz": [[-0.31557, -0.22663, 0.70525], [2.13792, 2.11961, -4.12973], [1.78353, 1.76859, -2.70015], [2.97128, 1.24251, -1.90846], [2.80059, 1.16903, -0.39682], [2.05892, -0.05097, 0.08356], [2.19251, 2.40934, 0.19478], [0.90403, 2.85279, -0.48593], [-0.26270, 1.96038, -0.17959], [1.14668, 2.97640, -2.02341], [2.40846, 1.32830, -4.68384], [2.89319, 2.75323, -4.24325], [1.31178, 2.53540, -4.60816], [1.01029, 0.96321, -2.79701], [3.80134, 1.94162, -2.06990], [3.33086, 0.31784, -2.33267], [3.82210, 1.11623, 0.03861], [2.32274, -0.30801, 1.02919], [2.23929, -0.87012, -0.49600], [2.88229, 3.23184, 0.05551], [2.10692, 2.34094, 1.33576], [0.63298, 3.84804, -0.13968], [-0.96068, 1.97312, -0.93078], [-0.84474, 2.32283, 0.59819], [1.76275, 3.85995, -2.14032], [0.23340, 3.24289, -2.49532], [-3.40372, -0.02102, -1.46132], [-2.55539, -0.79414, -0.06278], [-3.69159, -0.75086, 1.35080], [-2.46110, -2.58953, -0.35170], [-1.80606, -3.29234, 0.87120], [-0.07831, -2.71179, 1.05585], [0.64661, -3.17303, 2.70218], [0.78635, -3.63592, -0.23588], [-4.34600, -0.57165, -1.62305], [-2.78792, -0.12658, -2.38405], [-3.60111, 1.02711, -1.21471], [-4.49571, -1.43880, 1.21366], [-4.08761, 0.22583, 1.44524], [-3.17506, -0.90929, 2.30501], [-1.85739, -2.84078, -1.26146], [-3.47099, -3.02194, -0.57349], [-1.79134, -4.36013, 0.64090], [-2.43151, -3.24936, 1.75978], [0.39790, -4.16940, 3.08088], [0.29115, -2.48712, 3.42855], [1.73768, -3.15343, 2.71741], [0.79872, -4.72766, 0.03793], [1.76332, -3.23361, -0.36123], [0.16592, -3.57679, -1.14292], [-0.29836, 0.41797, 2.49837], [-0.48493, 1.06060, 3.51292], [-0.58344, 1.51522, 4.62582], [-1.38666, 1.76622, 5.66124], [-2.16363, 2.00389, 6.48502]]}


(5)
{"formula": "C4H12", "method": "ωB97M-V/def2-TZVPD", "fmax_ev_per_a": 2.73, "charge": 1, "orbital_gap_ev": [11.3, 2.9], "total_energy_ha": -159.13764, "multiplicity": 2, "elements": ["C", "C", "H", "H", "H", "H", "H", "H", "C", "C", "H", "H", "H", "H", "H", "H"], "xyz": [[1.83460, -0.42407, 1.33468], [2.49805, -0.49091, -0.00593], [0.76500, -0.22585, 1.30011], [2.02453, -1.32167, 1.97457], [2.26153, 0.31702, 2.03657], [2.17812, -1.28043, -0.69047], [2.13353, 0.40298, -0.58968], [3.55151, -0.36303, 0.21866], [-2.85145, 0.27075, -0.42033], [-1.48229, 0.59563, -0.92768], [-2.77542, -0.04079, 0.62595], [-3.42622, 1.23573, -0.32916], [-3.45093, -0.24517, -1.16436], [-1.45502, 0.52863, -2.01337], [-1.09835, 1.57024, -0.56564], [-0.64074, -0.06649, -0.59930]]}